Record 1
{"formula": "C25H48GaOP2", "method": "the ωB97M-V functional and the def2-TZVPD basis", "elements": ["Ga", "C", "C", "C", "C", "C", "C", "H", "H", "H", "C", "H", "H", "H", "C", "H", "H", "H", "C", "H", "H", "H", "C", "H", "H", "H", "C", "C", "C", "C", "C", "C", "C", "C", "H", "H", "H", "H", "H", "H", "H", "H", "H", "H", "H", "H", "P", "C", "H", "H", "H", "C", "H", "H", "H", "C", "H", "H", "H", "P", "C", "H", "H", "H", "C", "H", "H", "H", "C", "H", "H", "H", "C", "O", "H", "H", "H"], "coordinates": [[-0.586, -0.819, 0.330], [1.999, 2.392, -0.621], [1.620, 1.673, -1.783], [-0.106, 3.087, -1.273], [0.950, 3.302, -0.323], [0.297, 2.076, -2.156], [3.280, 2.280, 0.111], [3.768, 1.315, -0.084], [3.141, 2.369, 1.200], [3.986, 3.070, -0.192], [0.910, 4.309, 0.748], [1.901, 4.414, 1.219], [0.174, 4.070, 1.543], [0.613, 5.282, 0.312], [-1.392, 3.807, -1.318], [-1.429, 4.447, -2.216], [-1.523, 4.455, -0.439], [-2.255, 3.119, -1.374], [-0.443, 1.607, -3.343], [0.002, 2.016, -4.275], [-1.499, 1.907, -3.305], [-0.391, 0.509, -3.412], [2.517, 0.791, -2.560], [3.415, 1.349, -2.924], [2.015, 0.376, -3.457], [2.884, -0.042, -1.923], [0.450, -2.542, 0.689], [1.485, -1.849, 0.040], [2.314, -2.472, -1.018], [1.690, -2.425, -2.468], [0.278, -1.974, -2.540], [-0.712, -2.721, -2.044], [-0.484, -4.003, -1.282], [0.023, -3.919, 0.179], [2.514, -3.531, -0.773], [1.772, -3.444, -2.880], [3.324, -2.013, -1.042], [0.880, -4.601, 0.304], [0.284, -2.528, 1.816], [1.851, -0.874, 0.386], [-0.752, -4.309, 0.856], [-1.425, -4.592, -1.295], [-1.762, -2.592, -2.366], [0.250, -4.621, -1.847], [2.340, -1.810, -3.104], [0.079, -1.142, -3.195], [0.804, -0.133, 2.886], [1.115, 1.571, 3.498], [1.367, 1.493, 4.573], [0.243, 2.241, 3.418], [1.952, 2.046, 2.960], [-0.204, -0.761, 4.265], [0.303, -0.484, 5.204], [-0.304, -1.857, 4.218], [-1.207, -0.310, 4.258], [2.448, -0.917, 3.202], [2.486, -1.930, 2.768], [2.594, -0.972, 4.305], [3.259, -0.311, 2.753], [-2.845, -0.978, -0.038], [-3.093, -0.548, -1.789], [-3.897, -1.188, -2.186], [-2.176, -0.703, -2.388], [-3.385, 0.521, -1.881], [-3.235, -2.660, 0.421], [-2.723, -3.385, -0.226], [-4.328, -2.767, 0.319], [-2.952, -2.853, 1.473], [-4.096, 0.033, 0.779], [-5.082, -0.402, 0.526], [-4.081, 1.068, 0.389], [-3.980, 0.019, 1.878], [-1.458, 1.808, 1.521], [-0.688, 1.165, 0.543], [-1.466, 2.918, 1.403], [-1.116, 1.594, 2.551], [-2.505, 1.483, 1.496]], "forces_ev_per_a": [[0.83, 2.46, 1.33], [-1.44, 1.31, 0.45], [-0.25, 0.58, 0.32], [0.07, -1.67, -1.82], [1.97, -1.59, -0.06], [-0.29, 1.39, 0.96], [0.67, 0.06, 0.23], [-0.04, 0.19, 0.08], [0.10, -0.03, -0.32], [-0.04, -0.25, 0.15], [0.17, 0.57, 0.47], [-0.43, 0.08, -0.12], [0.36, 0.12, -0.38], [0.17, -0.27, 0.36], [-0.49, 0.47, -0.06], [-0.14, -0.10, 0.29], [-0.05, -0.18, -0.31], [0.29, 0.20, 0.04], [-0.04, -0.19, -0.73], [-0.37, -0.25, 0.31], [0.26, -0.09, -0.09], [-0.23, 0.50, -0.22], [0.50, -0.35, -0.45], [-0.58, -0.37, 0.32], [0.28, 0.18, 0.54], [-0.06, 0.45, -0.44], [-2.46, -0.91, 1.98], [1.97, 1.39, -0.45], [0.63, -0.45, -0.70], [1.26, -0.22, 0.20], [-0.15, -0.51, -0.38], [-0.88, -0.63, -0.07], [0.14, -0.87, -0.51], [0.05, 0.24, 0.39], [-0.21, 0.37, 0.00], [-0.20, 0.26, 0.05], [-0.65, -0.09, 0.00], [-0.25, 0.15, -0.06], [0.89, 0.05, -1.11], [-0.14, -0.36, 0.34], [0.21, 0.16, -0.17], [0.57, 0.29, -0.04], [0.81, 0.32, 0.29], [-0.44, 0.36, 0.18], [-0.37, -0.11, 0.20], [-0.22, 0.06, 0.01], [0.08, 0.16, -0.49], [0.29, 0.39, 0.44], [0.08, 0.13, -0.44], [0.56, -0.42, 0.04], [-0.33, -0.28, 0.20], [0.08, -0.21, 0.59], [-0.32, -0.25, -0.14], [0.01, 0.33, 0.04], [0.29, -0.11, -0.04], [0.03, 0.03, 0.55], [-0.02, 0.40, 0.24], [0.13, -0.03, -0.74], [-0.47, -0.28, 0.21], [-0.06, 0.76, -0.40], [-0.31, -0.09, -0.64], [0.17, 0.33, -0.12], [-0.64, 0.20, 0.42], [0.15, -0.74, 0.24], [-0.97, -0.66, -0.21], [-0.21, 0.24, 0.25], [0.36, -0.35, 0.09], [-0.09, 0.23, -0.50], [-0.74, 0.12, 0.31], [0.38, 0.13, 0.11], [0.10, -0.59, 0.32], [-0.10, 0.08, -0.56], [-0.40, -0.42, 0.27], [0.12, -1.43, -0.52], [0.17, -0.80, -0.15], [-0.29, 0.07, -0.46], [0.19, 0.33, 0.09]], "homo_energy_ev": [-9.15, -9.07], "fmax_ev_per_a": 3.3, "homo_lumo_gap_ev": [6.2, 6.1], "charge": 1}



Record 2
{"formula": "H6O3", "method": "the ωB97M-V functional and the def2-TZVPD basis", "elements": ["O", "H", "H", "O", "H", "H", "O", "H", "H"], "coordinates": [[1.797, 1.046, -0.860], [2.748, 1.094, -0.887], [1.493, 1.935, -1.064], [-0.527, -0.509, -0.810], [-1.267, -0.236, -1.342], [0.138, 0.193, -0.897], [-1.385, -1.148, 2.356], [-0.746, -1.104, 1.623], [-2.254, -1.273, 1.878]], "forces_ev_per_a": [[-0.49, 0.25, -0.03], [0.48, -0.10, -0.01], [0.10, 0.13, 0.02], [0.31, 0.01, 0.34], [-0.41, 0.12, -0.28], [0.02, -0.44, 0.05], [-1.21, -0.23, -1.15], [-0.30, 0.05, 0.20], [1.51, 0.22, 0.85]], "homo_energy_ev": -10.83, "fmax_ev_per_a": 1.7, "relative_energy_kj_mol": 42.7, "homo_lumo_gap_ev": 11.3, "smiles": "O.O.O"}



Record 3
{"formula": "C5H14N2", "method": "the ωB97M-V functional and the def2-TZVPD basis", "elements": ["N", "C", "C", "C", "H", "H", "H", "H", "H", "H", "H", "C", "N", "C", "H", "H", "H", "H", "H", "H", "H"], "coordinates": [[0.385, 0.099, -2.402], [1.707, -0.063, -1.805], [2.396, 0.163, 0.704], [1.749, 0.571, -0.403], [0.397, -0.482, -3.238], [0.218, 1.069, -2.688], [2.560, 0.436, -2.404], [1.998, -1.139, -1.696], [2.465, 0.817, 1.619], [2.856, -0.810, 0.828], [1.191, 1.482, -0.328], [-1.651, -1.255, 1.910], [-1.307, -0.035, 1.152], [-2.576, 0.686, 0.864], [-2.212, -0.951, 2.811], [-2.326, -1.978, 1.338], [-0.734, -1.773, 2.265], [-0.977, -0.349, 0.250], [-3.352, 0.024, 0.372], [-2.421, 1.536, 0.179], [-2.962, 1.061, 1.824]], "forces_ev_per_a": [[0.22, -0.34, -0.39], [1.70, 0.41, 1.10], [-0.49, 0.84, 0.11], [0.74, -0.75, 0.28], [-0.42, 0.36, 0.03], [0.19, -0.54, 0.12], [-1.17, -0.68, 0.68], [-0.49, 0.76, -0.33], [-0.42, -0.76, -1.14], [0.25, 0.00, -0.37], [-0.11, 0.66, -0.05], [-0.21, -0.28, 0.09], [-1.37, -0.35, -0.14], [-0.06, -0.37, -0.18], [0.21, -0.14, -0.30], [0.82, 0.73, 0.56], [-0.55, 0.24, -0.42], [0.49, 0.07, -0.18], [0.58, 0.51, 0.57], [0.16, -0.29, 0.37], [-0.07, -0.07, -0.42]], "homo_energy_ev": -8.79, "fmax_ev_per_a": 2.1, "relative_energy_kj_mol": 197.1, "homo_lumo_gap_ev": 9.8, "smiles": "C=CCN.CNC"}



Record 4
{"formula": "C17H14Cl2FeN4O2S2", "method": "the ωB97M-V functional and the def2-TZVPD basis", "elements": ["Fe", "Cl", "C", "C", "C", "C", "C", "Cl", "C", "S", "H", "H", "H", "O", "C", "O", "C", "C", "C", "C", "C", "C", "C", "C", "C", "N", "H", "H", "H", "H", "H", "H", "N", "N", "C", "N", "S", "H", "H", "H", "H", "H"], "coordinates": [[-0.386, 0.030, 1.230], [1.885, -0.176, 0.231], [2.244, 1.453, -0.313], [3.506, 1.699, -0.831], [3.800, 2.973, -1.274], [2.838, 3.965, -1.203], [1.583, 3.687, -0.681], [0.416, 4.954, -0.626], [1.243, 2.414, -0.201], [-0.373, 2.142, 0.422], [4.239, 0.907, -0.888], [4.777, 3.193, -1.678], [3.050, 4.963, -1.555], [-3.403, -1.549, 2.768], [-2.660, -0.996, 2.007], [-1.825, -0.033, 2.329], [-2.600, -1.301, 0.524], [-3.615, -2.012, -0.118], [-3.576, -2.106, -1.477], [-2.527, -1.491, -2.192], [-2.478, -1.523, -3.605], [-1.455, -0.924, -4.275], [-0.422, -0.282, -3.558], [-0.436, -0.237, -2.194], [-1.504, -0.819, -1.475], [-1.566, -0.754, -0.103], [-4.400, -2.443, 0.487], [-4.343, -2.637, -2.023], [-3.266, -2.033, -4.140], [-1.426, -0.941, -5.355], [0.390, 0.182, -4.099], [0.357, 0.251, -1.661], [0.728, 0.584, 2.970], [1.406, -0.465, 3.629], [1.119, -1.730, 3.304], [1.648, -2.679, 4.080], [0.204, -2.150, 1.941], [1.350, 1.375, 2.835], [-0.077, 0.861, 3.530], [1.900, -0.232, 4.480], [2.186, -2.478, 4.906], [1.469, -3.643, 3.852]], "forces_ev_per_a": [[2.15, -0.33, 0.28], [-0.20, 0.04, 0.18], [0.16, 0.16, -0.06], [-0.13, -0.16, 0.07], [0.06, 0.01, -0.02], [-0.25, 0.00, 0.07], [0.22, 0.16, -0.09], [-0.03, 0.05, 0.02], [0.07, -0.07, 0.07], [-0.58, -0.28, 0.12], [-0.01, -0.05, 0.02], [0.04, 0.00, -0.02], [-0.02, 0.05, 0.00], [-0.06, -0.01, -0.10], [-0.38, -0.24, -0.22], [0.16, 0.62, 0.25], [0.01, 0.23, 0.01], [-0.02, -0.02, 0.17], [0.09, 0.02, -0.04], [0.02, 0.05, 0.11], [0.05, 0.00, -0.02], [0.03, 0.01, -0.01], [-0.04, -0.03, 0.03], [-0.17, -0.02, 0.00], [0.11, -0.19, 0.06], [-0.58, -0.04, -0.27], [-0.02, 0.01, 0.00], [-0.06, -0.02, -0.03], [-0.05, -0.02, -0.01], [0.01, -0.01, -0.04], [0.03, 0.01, 0.00], [0.01, 0.14, -0.02], [-0.51, -0.14, -0.14], [-0.17, 0.55, -0.21], [0.37, -0.45, 0.09], [-0.21, 0.03, -0.23], [-0.04, -0.22, -0.03], [0.02, -0.03, -0.09], [0.00, 0.23, 0.11], [-0.10, -0.07, -0.03], [-0.01, 0.02, 0.02], [0.02, 0.01, 0.02]], "s_squared": 0.787, "homo_energy_ev": [-11.03, -11.04], "fmax_ev_per_a": 2.2, "relative_energy_kj_mol": 5.3, "homo_lumo_gap_ev": [7.0, 7.2], "charge": 1, "spin_multiplicity": 2}



Record 5
{"formula": "C4H7NS3", "method": "the ωB97M-V functional and the def2-TZVPD basis", "elements": ["C", "C", "C", "C", "N", "S", "S", "S", "H", "H", "H", "H", "H", "H", "H"], "coordinates": [[-1.038, -0.325, -0.135], [0.470, -0.251, 0.108], [1.228, -0.597, -1.239], [-1.784, 0.611, 0.721], [-1.510, -0.776, -1.149], [0.645, -2.098, -2.011], [0.927, 0.822, -2.355], [3.002, -0.935, -0.631], [0.679, 0.862, 0.386], [0.823, -0.866, 0.892], [-2.644, 0.150, 1.281], [-2.240, 1.332, 0.034], [-1.101, 1.225, 1.466], [-0.283, 0.176, -2.806], [3.537, -0.279, -1.663]], "forces_ev_per_a": [[2.70, 1.35, 1.88], [0.48, 1.62, -1.62], [-0.12, 0.15, 1.69], [-1.19, 1.88, 2.48], [-1.04, -2.23, -2.49], [-0.49, 0.26, 0.72], [-0.99, -0.86, -0.85], [-1.01, 0.65, -0.95], [-0.11, -2.07, -0.53], [0.06, -0.79, 1.01], [1.01, 0.30, -0.46], [0.02, 0.11, 0.28], [-1.44, -1.52, -1.50], [1.81, 1.23, 0.44], [0.30, -0.07, -0.10]], "homo_energy_ev": [-8.74, -8.96], "fmax_ev_per_a": 3.6, "relative_energy_kj_mol": 347.2, "homo_lumo_gap_ev": [7.1, 8.1]}



Record 6
{"formula": "C3H10O2S", "method": "the ωB97M-V functional and the def2-TZVPD basis", "elements": ["C", "O", "C", "C", "S", "H", "H", "H", "H", "H", "H", "H", "H", "H", "H", "O"], "coordinates": [[-0.499, -2.733, -1.519], [0.895, -2.767, -0.952], [-1.325, -1.532, -0.943], [-0.454, -0.554, 0.062], [-1.180, 1.271, 0.050], [-1.021, -3.707, -1.335], [-0.397, -2.580, -2.577], [1.563, -2.549, -1.655], [-2.249, -1.905, -0.327], [-1.549, -1.002, -1.837], [-0.616, -0.958, 1.112], [0.618, -0.459, -0.442], [-0.162, 1.898, -0.517], [2.395, 3.803, 3.422], [3.552, 4.710, 3.377], [2.908, 4.182, 2.749]], "forces_ev_per_a": [[1.21, -0.01, 1.49], [-0.71, -0.10, -1.32], [0.61, -0.37, 2.62], [-0.36, 0.14, -2.15], [0.01, -1.93, 0.33], [0.79, 0.75, -0.02], [-0.06, -0.15, -0.51], [-1.31, -0.39, 0.91], [1.55, 0.82, -1.53], [-0.98, 0.92, -0.25], [1.07, 0.73, -1.38], [-2.26, -0.37, 1.99], [0.44, -0.03, -0.18], [-1.62, -1.22, 1.19], [-1.59, -1.33, -2.27], [3.21, 2.55, 1.07]], "homo_energy_ev": -8.91, "fmax_ev_per_a": 4.2, "relative_energy_kj_mol": 158.0, "homo_lumo_gap_ev": 9.6, "smiles": "OCCCS.O"}



Record 7
{"formula": "C2H4O2", "method": "the ωB97M-V functional and the def2-TZVPD basis", "elements": ["O", "C", "H", "H", "O", "C", "H", "H"], "coordinates": [[1.565, 1.560, 1.055], [1.780, 0.675, 0.295], [2.343, -0.271, 0.396], [1.361, 0.696, -0.733], [-2.953, -0.862, -0.190], [-1.795, -0.685, -0.274], [-1.192, -0.464, -1.172], [-1.109, -0.649, 0.624]], "forces_ev_per_a": [[0.25, -0.60, 0.12], [-0.33, 0.04, -0.80], [0.39, 0.14, 0.95], [-0.28, 0.37, -0.34], [0.06, -0.05, -0.26], [0.73, 0.35, 0.97], [-0.30, -0.04, -0.82], [-0.51, -0.22, 0.17]], "s_squared": 0.761, "homo_energy_ev": [-16.98, -14.37], "fmax_ev_per_a": 1.3, "relative_energy_kj_mol": 269.2, "homo_lumo_gap_ev": [11.3, 3.3], "charge": 1, "spin_multiplicity": 2}



Record 8
{"formula": "C12H20FO8Pd", "method": "the ωB97M-V functional and the def2-TZVPD basis", "elements": ["Pd", "F", "C", "C", "O", "C", "O", "O", "H", "H", "H", "H", "C", "C", "O", "C", "O", "O", "H", "H", "H", "H", "C", "C", "O", "C", "H", "H", "H", "H", "H", "H", "C", "C", "O", "C", "H", "H", "H", "H", "H", "H"], "coordinates": [[7.416, -13.523, 3.118], [8.901, -14.467, 3.724], [9.570, -14.375, -2.286], [10.790, -14.907, -1.478], [10.309, -14.914, -0.088], [9.334, -13.979, 0.000], [8.971, -13.554, 1.054], [8.898, -13.607, -1.197], [8.894, -15.168, -2.599], [9.897, -13.661, -3.060], [11.543, -14.207, -1.539], [11.160, -15.884, -1.769], [5.819, -20.014, 3.008], [5.701, -20.020, 1.437], [5.977, -18.599, 1.195], [5.549, -17.924, 2.258], [5.343, -16.734, 2.222], [5.223, -18.693, 3.313], [6.875, -19.953, 3.150], [5.352, -20.756, 3.591], [4.694, -20.145, 1.113], [6.390, -20.676, 0.927], [8.194, -9.174, 2.127], [8.346, -10.285, 3.114], [7.541, -11.198, 3.143], [9.521, -10.295, 3.897], [7.377, -9.469, 1.354], [9.141, -8.968, 1.646], [7.857, -8.281, 2.652], [9.276, -10.353, 4.966], [10.201, -9.466, 3.792], [10.049, -11.210, 3.709], [4.942, -14.212, 5.026], [4.659, -13.007, 4.133], [5.340, -12.864, 3.110], [3.476, -12.040, 4.414], [5.428, -14.941, 4.459], [4.086, -14.770, 5.474], [5.565, -13.684, 5.763], [3.521, -11.655, 5.404], [2.685, -12.754, 4.240], [3.407, -11.293, 3.622]], "forces_ev_per_a": [[-0.28, 0.99, -0.69], [0.24, -0.44, 0.39], [0.68, 0.27, 1.90], [-2.31, -0.93, 0.23], [0.05, 0.22, -1.21], [1.09, -0.99, -0.42], [-0.86, 0.48, 0.46], [-0.05, -0.04, -0.99], [-0.02, 0.27, -0.24], [-0.55, -0.50, 0.29], [1.88, 1.45, -0.02], [-0.22, -0.11, 0.18], [-0.21, 1.59, -2.31], [-0.20, 0.93, 1.90], [0.48, -1.27, 0.00], [-1.38, 1.89, -0.10], [0.56, -0.49, 0.40], [1.15, -1.26, -0.59], [0.76, -0.01, 0.84], [-0.62, -0.81, 0.40], [-0.73, -0.54, -0.31], [0.28, 0.15, -0.11], [-2.21, -0.64, -1.27], [-1.01, 0.45, -2.10], [-0.73, -0.81, 0.06], [1.93, -0.02, 2.68], [1.51, 0.62, 1.30], [0.15, 0.09, -0.11], [0.08, 0.18, 0.01], [-0.12, -0.03, -0.13], [0.03, 0.32, -0.33], [0.42, -0.61, -0.21], [-1.38, 1.86, 0.66], [-1.11, -0.12, -0.63], [0.19, 0.00, 0.77], [1.68, -1.66, -1.75], [1.33, -1.02, -0.89], [0.38, 1.13, -0.05], [0.07, -0.91, 0.44], [-0.26, 0.23, 0.76], [-0.93, 0.04, 0.48], [0.24, 0.09, 0.33]], "s_squared": 2.004, "homo_energy_ev": [-13.16, -13.18], "fmax_ev_per_a": 3.3, "homo_lumo_gap_ev": [11.1, 7.9], "charge": 1, "spin_multiplicity": 3}



Please write out number 6 again, unchanged.
{"formula": "C3H10O2S", "method": "the ωB97M-V functional and the def2-TZVPD basis", "elements": ["C", "O", "C", "C", "S", "H", "H", "H", "H", "H", "H", "H", "H", "H", "H", "O"], "coordinates": [[-0.499, -2.733, -1.519], [0.895, -2.767, -0.952], [-1.325, -1.532, -0.943], [-0.454, -0.554, 0.062], [-1.180, 1.271, 0.050], [-1.021, -3.707, -1.335], [-0.397, -2.580, -2.577], [1.563, -2.549, -1.655], [-2.249, -1.905, -0.327], [-1.549, -1.002, -1.837], [-0.616, -0.958, 1.112], [0.618, -0.459, -0.442], [-0.162, 1.898, -0.517], [2.395, 3.803, 3.422], [3.552, 4.710, 3.377], [2.908, 4.182, 2.749]], "forces_ev_per_a": [[1.21, -0.01, 1.49], [-0.71, -0.10, -1.32], [0.61, -0.37, 2.62], [-0.36, 0.14, -2.15], [0.01, -1.93, 0.33], [0.79, 0.75, -0.02], [-0.06, -0.15, -0.51], [-1.31, -0.39, 0.91], [1.55, 0.82, -1.53], [-0.98, 0.92, -0.25], [1.07, 0.73, -1.38], [-2.26, -0.37, 1.99], [0.44, -0.03, -0.18], [-1.62, -1.22, 1.19], [-1.59, -1.33, -2.27], [3.21, 2.55, 1.07]], "homo_energy_ev": -8.91, "fmax_ev_per_a": 4.2, "relative_energy_kj_mol": 158.0, "homo_lumo_gap_ev": 9.6, "smiles": "OCCCS.O"}